45
Properties=species:S:1:pos:R:3:forces:R:3 method="wB97M-V/def2-TZVPD" spin_multiplicity=2 max_force_ha_per_bohr=0.02586 total_charge=0 e_tot_ha=-5570.2315
Re -0.900391 1.167701 -0.808493 0.0 -0.3 -0.8
C -2.666568 -2.971381 0.462413 0.0 0.1 -0.1
Si -2.026166 -1.331662 1.089120 0.1 0.0 0.0
C -1.254865 -1.495533 2.785065 0.2 -0.1 0.0
C -3.502382 -0.218233 1.288169 -0.1 0.0 0.1
N -0.845463 -0.665680 -0.085516 0.3 -0.2 -0.1
C 0.088588 -1.542213 -0.709764 -0.3 0.2 0.3
C 0.647259 -2.669688 -0.117230 0.0 -0.2 0.2
C 1.564684 -3.461215 -0.792493 0.0 0.0 0.0
C 1.963899 -3.148652 -2.082687 0.0 0.1 0.0
C 1.436988 -2.021722 -2.703656 0.0 0.0 0.0
C 0.530725 -1.273566 -1.996561 0.0 0.1 0.0
F 0.017621 -0.139892 -2.574388 0.0 0.1 -0.2
H -3.455051 -3.323883 1.131152 0.0 0.0 0.0
H -1.917299 -3.754176 0.384943 0.1 -0.1 0.0
H -3.105021 -2.835793 -0.530247 0.0 0.0 0.0
H -2.021189 -1.823493 3.492154 0.0 0.0 0.0
H -0.890150 -0.523770 3.128950 0.0 0.0 0.0
H -0.422936 -2.202454 2.846973 -0.1 0.0 0.0
H -4.262266 -0.809284 1.808987 0.0 0.0 0.0
H -3.919387 0.112646 0.338326 0.0 0.0 0.0
H -3.312333 0.666164 1.905210 -0.2 -0.3 0.0
H 0.369424 -2.931455 0.896485 0.0 0.0 -0.1
H 1.974530 -4.330140 -0.295039 0.0 0.0 0.0
H 2.680436 -3.768255 -2.602937 0.0 0.0 0.0
H 1.710684 -1.721460 -3.705625 0.0 0.0 0.0
Cl -1.983840 5.665542 0.925375 0.1 -0.1 0.0
C -0.943452 4.330193 0.425621 0.1 -0.1 0.1
Cl 0.747250 4.648643 0.943330 0.1 0.0 0.0
Cl -2.791338 1.023743 -2.048877 -0.3 0.0 0.0
C -0.899395 4.209818 -1.104118 0.4 -1.0 -0.4
O -1.046097 5.156539 -1.812863 -0.2 0.5 -0.3
O -0.596409 2.992055 -1.573155 -0.2 1.2 0.6
Te -1.650235 2.460635 1.232940 -0.3 0.4 0.3
Br 1.876918 2.452448 -2.932496 0.1 -0.1 -0.1
C 2.235667 1.883854 -1.180513 0.1 0.1 -0.2
C 3.556202 2.002436 -0.764495 0.1 0.0 0.0
C 3.912456 1.579183 0.497171 0.0 0.1 -0.1
C 2.934487 1.030996 1.310080 -0.1 -0.1 0.0
C 1.651843 0.940428 0.823909 0.1 0.0 -0.1
N 1.280404 1.370513 -0.407475 0.0 -0.2 0.6
H 4.278532 2.424933 -1.446077 0.0 0.0 0.0
H 4.936172 1.669268 0.835380 0.0 0.0 0.0
H 3.151615 0.673030 2.305869 0.0 0.0 0.0
H 0.865850 0.502831 1.417080 -0.1 0.0 0.0